Entry from the OMol25 dataset: the molecule C4H10O2 (ωB97M-V/def2-TZVPD).

Values from the calculation:
total charge: 0
energy: -8400.510 eV
energy relative to the best compared isomer or geometry (same formula, charge and spin): 116.2 kcal per mole
Kohn-Sham gap: 8.313 eV
HOMO: -7.596 eV

Geometry (Å):
O  2.479  0.562  0.605
O  -0.382  -0.269  0.171
C  0.865  -0.419  -1.042
C  -1.411  0.416  -0.575
C  -0.777  -1.588  0.579
C  1.815  0.652  -0.655
H  1.785  0.513  1.273
H  2.604  0.577  -1.417
H  -1.637  -1.516  1.249
H  -1.610  -0.088  -1.528
H  -2.293  0.459  0.062
H  -1.013  -2.185  -0.306
H  1.286  -1.338  -0.617
H  1.367  1.649  -0.772
H  -1.037  1.420  -0.786
H  0.067  -2.043  1.102

natural (NBO) atomic charge list, values in e, 4 entries:
1 O -0.736
2 O -0.441
3 C -0.285
4 C -0.248

---

Entry from the OMol25 dataset: a structure of composition C10H14N2O2PdS (ωB97M-V/def2-TZVPD).

Values from the calculation:
total charge: -2
energy: -31987.623 eV
energy relative to the best compared isomer or geometry (same formula, charge and spin): 2.4 kcal per mole
Kohn-Sham gap: 4.537 eV
HOMO: 0.845 eV

Geometry (Å):
Pd  -0.633  -0.777  -0.318
S  1.042  -2.329  -0.477
O  1.194  -0.995  3.401
O  0.603  0.605  1.931
N  -1.868  0.807  0.470
N  -3.559  -0.847  -1.900
C  4.908  -0.516  1.234
C  -2.370  1.942  -0.297
C  2.482  -0.764  1.427
C  -3.606  1.593  -1.120
C  3.707  -0.286  1.892
C  4.890  -1.269  0.067
C  -3.418  0.559  -2.244
C  1.288  -0.378  2.322
C  3.685  -1.763  -0.408
C  2.456  -1.534  0.238
H  5.810  -1.472  -0.475
H  -4.145  0.789  -3.034
H  5.838  -0.116  1.629
H  -4.341  -0.975  -1.266
H  3.709  0.282  2.818
H  3.663  -2.353  -1.317
H  -1.567  2.256  -0.967
H  -2.710  -1.162  -1.404
H  -3.982  2.527  -1.556
H  -4.395  1.234  -0.443
H  -2.421  0.677  -2.677
H  -1.052  1.031  1.054
H  -2.588  0.429  1.074
H  -2.620  2.805  0.344

natural (NBO) atomic charge list, values in e, 4 entries:
1 Pd -0.255
2 S -0.426
3 O -0.764
4 O -0.825

---

Entry from the OMol25 dataset: a structure of composition C34H47Cl3O3P4W (ωB97M-V/def2-TZVPD).

Values from the calculation:
total charge: +2
energy: -118696.507 eV
2S+1: 3
<S²>: 2.022
Kohn-Sham gap (alpha / beta): 5.651 / 5.142 eV
HOMO (alpha / beta): -12.410 / -12.412 eV

Geometry (Å):
W  0.597  -1.376  -0.218
Cl  1.121  -2.685  -2.073
Cl  3.021  -6.176  2.543
Cl  0.696  -6.233  4.362
P  2.928  -1.356  0.484
P  -0.889  1.497  -2.598
P  -0.158  1.094  3.801
P  -1.131  -3.003  0.548
O  1.297  -3.605  3.021
O  2.913  -3.331  4.614
O  0.824  2.629  1.133
C  -2.788  1.178  -4.593
C  2.296  -5.538  4.045
C  3.840  -0.217  -0.604
C  -2.553  -2.913  -0.561
C  -3.207  0.739  -5.850
C  0.063  0.517  2.088
C  0.390  -0.781  1.804
C  -3.235  1.238  -1.181
C  -0.481  -4.698  0.438
C  0.191  0.234  -1.545
C  -2.193  3.443  -1.075
C  1.079  2.335  4.160
C  1.522  2.855  -2.202
C  2.187  4.835  -3.391
C  -2.209  2.122  -1.569
C  -0.656  0.041  -4.921
C  -4.096  2.925  0.321
C  2.452  3.863  -2.428
C  -4.164  1.640  -0.223
C  -1.504  0.836  -4.129
C  2.142  -3.979  3.876
C  0.062  3.776  -3.907
C  -1.084  -0.384  -6.176
C  0.316  2.803  -2.922
C  3.658  -2.993  0.322
C  -1.806  1.794  3.856
C  -3.128  3.830  -0.117
C  0.490  0.622  -0.222
C  -0.013  1.448  0.881
C  3.464  -0.855  2.136
C  -2.355  -0.033  -6.645
C  0.995  4.794  -4.124
C  -0.012  -0.281  4.946
C  -1.779  -2.950  2.233
H  4.735  -2.900  0.517
H  0.053  0.140  5.963
H  2.963  -5.768  4.883
H  0.460  -4.740  1.008
H  1.319  2.853  3.222
H  -0.987  -3.289  2.917
H  0.330  -0.229  -4.543
H  0.562  -1.483  2.629
H  0.664  3.038  4.896
H  -0.900  -0.928  4.892
H  -4.202  1.005  -6.206
H  0.870  3.173  0.326
H  -3.286  -3.677  -0.265
H  3.209  -3.660  1.073
H  -1.864  2.470  4.720
H  -4.815  3.230  1.082
H  -1.202  -5.387  0.903
H  3.648  -0.449  -1.661
H  -2.684  -0.369  -7.628
H  -3.445  1.786  -3.971
H  1.752  2.079  -1.477
H  -2.540  0.983  3.963
H  3.375  3.865  -1.848
H  -0.421  -0.992  -6.790
H  -4.948  0.947  0.085
H  -2.001  2.348  2.927
H  4.914  -0.327  -0.385
H  3.531  0.819  -0.397
H  0.788  5.559  -4.872
H  -0.858  3.731  -4.492
H  0.887  -0.889  4.763
H  2.915  5.622  -3.573
H  3.217  -1.634  2.877
H  -3.302  0.252  -1.646
H  2.988  0.091  2.420
H  -2.219  -3.092  -1.592
H  1.974  1.851  4.575
H  3.482  -3.390  -0.684
H  -0.315  -4.969  -0.614
H  -2.648  -3.619  2.309
H  -2.074  -1.928  2.494
H  -1.464  4.159  -1.461
H  -3.098  4.846  0.280
H  4.556  -0.719  2.094
H  1.047  0.054  -2.218
H  -3.011  -1.917  -0.494
H  -1.060  1.751  0.661

Mulliken atomic charge list, values in e, 4 entries:
1 W 0.487
2 Cl -0.416
3 Cl -0.166
4 Cl -0.175

---

Q: Which strongest force on any atom values were calculated for the entries above? A: 0.556 0.264 3.595, in eV Å⁻¹.